{
  "formula": "C49H44N9O2S3SiW",
  "method": "ωB97M-V/def2-TZVPD",
  "charge": 1,
  "de_lowest_kj_mol": 515.93,
  "e_homo_ev": [-7.94, -10.03],
  "spin_multiplicity": 3,
  "largest_force_ev_per_a": 3.193,
  "total_energy_ha": -4087.87315,
  "symbols": ["W", "C", "S", "C", "S", "N", "N", "C", "C", "C", "C", "C", "C", "N", "H", "H", "H", "H", "H", "H", "H", "H", "C", "C", "N", "N", "C", "N", "S", "C", "C", "C", "C", "C", "N", "H", "H", "H", "H", "H", "H", "H", "H", "H", "H", "O", "C", "N", "C", "C", "O", "N", "C", "C", "C", "C", "C", "C", "C", "C", "C", "C", "C", "C", "H", "H", "H", "H", "H", "H", "H", "H", "H", "H", "H", "C", "C", "C", "C", "C", "C", "Si", "C", "C", "C", "C", "C", "C", "C", "C", "C", "C", "C", "C", "H", "H", "H", "H", "H", "H", "H", "H", "H", "H", "H", "H", "H", "H", "H"],
  "positions_angstrom": [[-0.56, -0.60, -0.33], [-2.61, -5.67, -3.85], [-1.25, -5.52, -2.67], [-1.03, -3.78, -2.47], [-2.00, -2.71, -3.36], [-0.04, -3.60, -1.65], [0.34, -2.44, -1.03], [1.58, -2.54, -0.68], [2.19, -1.54, 0.15], [3.51, -1.64, 0.57], [4.06, -0.65, 1.35], [3.26, 0.44, 1.68], [1.95, 0.46, 1.25], [1.40, -0.52, 0.54], [-2.64, -6.72, -4.13], [-2.43, -5.05, -4.73], [-3.55, -5.39, -3.38], [2.12, -3.41, -1.02], [4.08, -2.51, 0.26], [5.08, -0.71, 1.70], [3.65, 1.25, 2.28], [1.30, 1.29, 1.50], [-3.84, 0.85, -0.53], [-2.81, -0.24, -0.56], [-2.01, -0.36, -1.69], [-2.18, 0.47, -2.76], [-1.69, 0.16, -3.98], [-1.92, 1.11, -4.92], [-0.85, -1.23, -4.34], [-3.09, -1.57, 0.02], [-4.29, -2.15, 0.38], [-4.27, -3.45, 0.84], [-3.06, -4.12, 0.97], [-1.90, -3.44, 0.68], [-1.91, -2.19, 0.22], [-3.38, 1.83, -0.63], [-4.37, 0.84, 0.43], [-4.58, 0.71, -1.32], [-2.94, 1.12, -2.71], [-2.61, 1.83, -4.77], [-1.76, 0.83, -5.88], [-5.22, -1.60, 0.26], [-5.20, -3.95, 1.10], [-3.01, -5.13, 1.33], [-0.92, -3.90, 0.81], [-0.47, 1.64, -0.59], [0.54, 1.58, -1.35], [1.31, 2.57, -1.81], [2.50, 1.98, -2.46], [2.09, 0.47, -2.45], [2.72, -0.44, -2.93], [0.91, 0.37, -1.75], [2.69, 2.51, -3.88], [3.65, 3.47, -4.17], [3.79, 3.95, -5.47], [2.97, 3.47, -6.48], [2.00, 2.52, -6.19], [1.86, 2.05, -4.89], [3.75, 2.14, -1.59], [3.80, 3.07, -0.56], [4.95, 3.20, 0.22], [6.05, 2.39, -0.02], [6.00, 1.47, -1.06], [4.87, 1.35, -1.85], [1.20, 3.54, -1.60], [4.30, 3.85, -3.39], [4.55, 4.68, -5.69], [3.09, 3.83, -7.49], [1.37, 2.13, -6.98], [1.11, 1.29, -4.68], [2.96, 3.72, -0.35], [4.98, 3.94, 1.01], [6.94, 2.48, 0.60], [6.86, 0.84, -1.26], [4.85, 0.65, -2.67], [2.39, -1.48, 4.95], [1.84, -0.22, 5.12], [0.80, 0.21, 4.30], [0.28, -0.61, 3.30], [0.85, -1.88, 3.15], [1.89, -2.32, 3.96], [-1.15, -0.06, 2.15], [-2.63, -0.97, 2.96], [-2.49, -2.20, 3.61], [-3.56, -2.81, 4.26], [-4.81, -2.21, 4.26], [-4.98, -0.98, 3.62], [-3.90, -0.38, 2.99], [-1.55, 1.72, 2.74], [-2.06, 1.88, 4.03], [-2.41, 3.13, 4.53], [-2.23, 4.27, 3.75], [-1.70, 4.14, 2.47], [-1.36, 2.88, 1.98], [3.20, -1.82, 5.59], [2.22, 0.44, 5.90], [0.38, 1.20, 4.45], [0.48, -2.55, 2.38], [2.30, -3.31, 3.83], [-1.52, -2.68, 3.64], [-3.41, -3.74, 4.79], [-5.65, -2.68, 4.76], [-5.95, -0.50, 3.63], [-4.04, 0.60, 2.54], [-2.20, 1.02, 4.67], [-2.82, 3.22, 5.52], [-2.50, 5.24, 4.14], [-1.54, 5.02, 1.86], [-0.96, 2.81, 0.98]]
}

{
  "formula": "C49H45AsBr3N4O3Pt",
  "method": "ωB97M-V/def2-TZVPD",
  "charge": 1,
  "de_lowest_kj_mol": 326.80,
  "e_homo_ev": [-9.56, -10.33],
  "spin_multiplicity": 5,
  "largest_force_ev_per_a": 0.333,
  "total_energy_ha": -12415.64540,
  "symbols": ["Pt", "O", "C", "C", "C", "C", "C", "C", "C", "O", "N", "N", "C", "C", "Br", "C", "C", "C", "C", "C", "C", "C", "H", "H", "H", "H", "H", "H", "H", "H", "H", "H", "H", "H", "H", "H", "Br", "C", "C", "C", "Br", "C", "C", "C", "C", "N", "C", "C", "O", "H", "H", "H", "H", "C", "C", "C", "C", "C", "C", "As", "N", "C", "C", "C", "C", "C", "C", "C", "C", "C", "C", "C", "C", "C", "C", "C", "C", "C", "C", "H", "H", "H", "H", "H", "H", "H", "H", "H", "H", "H", "H", "H", "H", "H", "H", "H", "H", "H", "H", "H", "H", "H", "H", "H", "H", "H"],
  "positions_angstrom": [[-0.79, 0.57, 0.19], [-4.59, 3.06, -2.09], [-3.71, 2.29, -2.83], [-4.10, 1.71, -4.03], [-3.18, 0.94, -4.74], [-1.89, 0.77, -4.26], [-1.53, 1.36, -3.05], [-2.43, 2.11, -2.31], [-2.02, 2.75, -0.98], [-0.77, 2.38, -0.56], [-2.97, 2.41, 0.08], [-2.77, 1.16, 0.59], [-3.74, 0.58, 1.18], [-3.58, -0.75, 1.79], [-2.50, -0.79, 3.33], [-4.13, -1.80, 1.15], [-3.91, -3.20, 1.33], [-2.51, -3.96, -0.83], [-1.95, -5.26, -0.31], [-2.55, -5.63, 1.75], [-3.13, -4.90, 2.89], [-3.74, -3.72, 2.63], [-5.39, 3.22, -2.60], [-5.10, 1.86, -4.41], [-3.48, 0.50, -5.68], [-1.17, 0.20, -4.82], [-0.52, 1.27, -2.68], [-2.05, 3.84, -1.07], [-3.94, 2.60, -0.14], [-4.72, 1.05, 1.18], [-4.68, -1.51, 0.26], [-2.81, -4.07, -1.87], [-1.51, -5.95, -1.03], [-2.37, -6.68, 1.98], [-3.03, -5.27, 3.89], [-4.10, -3.12, 3.45], [0.19, -3.46, 2.88], [-0.79, -3.67, 1.33], [-1.24, -5.07, 1.03], [-3.30, -5.53, 0.41], [-4.47, -6.97, -0.05], [-3.81, -4.08, 0.08], [-4.91, -3.72, -0.87], [-4.75, -2.68, -1.73], [-3.65, -1.75, -1.90], [-2.50, -1.63, -1.23], [-1.95, -2.64, -0.60], [-1.06, -2.49, 0.55], [-0.59, -1.38, 0.93], [-0.39, -5.74, 1.19], [-5.84, -4.28, -0.85], [-5.60, -2.44, -2.37], [-3.83, -0.94, -2.60], [7.96, -0.60, 1.30], [6.52, -0.18, 1.37], [5.50, -1.12, 1.43], [4.17, -0.73, 1.48], [3.12, -1.81, 1.58], [3.84, 0.64, 1.44], [1.90, 0.97, 1.46], [1.18, 0.38, -0.19], [1.69, -0.35, -1.22], [3.08, -0.43, -1.48], [3.54, -1.17, -2.54], [2.66, -1.84, -3.38], [1.29, -1.75, -3.16], [0.80, -1.01, -2.10], [1.54, 2.87, 1.26], [0.84, 3.45, 2.33], [0.51, 2.69, 3.59], [0.43, 4.77, 2.22], [0.69, 5.52, 1.08], [0.24, 6.95, 0.98], [1.37, 4.92, 0.04], [1.79, 3.60, 0.10], [2.50, 3.03, -1.09], [4.86, 1.60, 1.47], [4.64, 3.08, 1.59], [6.18, 1.16, 1.42], [8.07, -1.68, 1.38], [8.54, -0.14, 2.10], [8.41, -0.28, 0.35], [5.74, -2.17, 1.45], [3.59, -2.77, 1.80], [2.56, -1.94, 0.65], [2.40, -1.60, 2.36], [3.78, 0.08, -0.84], [4.61, -1.23, -2.73], [3.04, -2.42, -4.22], [0.60, -2.25, -3.82], [-0.26, -0.92, -1.94], [1.38, 2.19, 4.02], [-0.24, 1.92, 3.40], [0.11, 3.37, 4.34], [-0.10, 5.23, 3.05], [-0.39, 7.23, 1.82], [-0.32, 7.12, 0.06], [1.10, 7.62, 0.96], [1.58, 5.49, -0.86], [3.03, 3.81, -1.63], [1.77, 2.58, -1.78], [3.22, 2.25, -0.82], [3.87, 3.33, 2.32], [4.35, 3.54, 0.65], [5.57, 3.55, 1.92], [6.97, 1.91, 1.44]]
}